Record 1
Entry from the Open Molecules 2025 dataset: 7 unconnected molecules or ions with the total composition C20H39NO6 in a non-equilibrium geometry (ωB97M-V/def2-TZVPD).

Results
Energy above the lowest of the compared OMol25 structures with the same formula, charge and spin ... 57.7 kcal/mol
Gap between HOMO and LUMO ... 9.177 eV
SMILES ... CC(C)=O.CC(C)=O.CC(C)=O.CC(C)=O.CC(C)=O.CC(C)=O.CC#N
LUMO energy ... 0.0 eV

Each line ends with the natural charge from an NBO analysis.
Cartesian coordinates (Å):
C  -2.31  1.20  -2.55  -0.733
C  -1.47  0.92  -3.79  0.592
C  -2.10  0.13  -4.90  -0.735
O  -0.32  1.26  -3.89  -0.536
H  -1.73  1.89  -1.94  0.243
H  -2.42  0.32  -1.90  0.227
H  -3.28  1.59  -2.82  0.229
H  -3.13  0.39  -5.15  0.219
H  -2.14  -0.94  -4.66  0.252
H  -1.55  0.18  -5.84  0.242
C  -0.89  -5.41  1.11  -0.743
C  0.53  -4.94  0.92  0.597
C  1.06  -3.96  1.95  -0.727
O  1.20  -5.23  -0.04  -0.542
H  -1.06  -5.60  2.17  0.216
H  -1.16  -6.22  0.44  0.242
H  -1.54  -4.56  0.89  0.263
H  0.75  -4.16  2.97  0.216
H  0.77  -2.95  1.64  0.229
H  2.15  -3.98  1.89  0.244
C  -1.52  -3.29  -2.08  -0.717
C  -0.39  -2.67  -2.89  0.602
C  0.66  -1.88  -2.17  -0.731
O  -0.34  -2.88  -4.08  -0.550
H  -2.37  -2.62  -1.94  0.234
H  -1.07  -3.56  -1.13  0.218
H  -1.83  -4.15  -2.68  0.238
H  1.56  -1.92  -2.79  0.248
H  0.89  -2.33  -1.21  0.216
H  0.40  -0.83  -2.07  0.242
C  5.12  3.23  -1.52  -0.721
C  4.16  4.19  -2.17  0.589
C  2.85  3.66  -2.71  -0.720
O  4.39  5.37  -2.21  -0.549
H  5.62  3.60  -0.63  0.239
H  5.92  2.99  -2.24  0.238
H  4.63  2.28  -1.33  0.213
H  2.89  3.47  -3.78  0.240
H  2.06  4.37  -2.48  0.245
H  2.56  2.71  -2.26  0.224
C  0.70  3.59  3.11  -0.726
C  1.55  4.35  4.09  0.591
C  1.51  5.84  4.05  -0.715
O  2.26  3.74  4.86  -0.547
H  1.34  2.86  2.62  0.240
H  0.22  4.23  2.37  0.225
H  -0.09  3.07  3.65  0.230
H  1.68  6.18  3.02  0.234
H  2.22  6.35  4.70  0.237
H  0.50  6.12  4.35  0.230
C  -3.43  -0.89  2.46  -0.718
C  -2.77  -2.19  2.12  0.608
C  -2.53  -3.17  3.24  -0.739
O  -2.43  -2.44  0.98  -0.572
H  -3.06  -0.60  3.44  0.228
H  -4.50  -1.12  2.40  0.252
H  -3.24  -0.13  1.71  0.231
H  -1.48  -3.20  3.53  0.246
H  -2.78  -4.16  2.87  0.245
H  -3.12  -3.02  4.14  0.229
C  -0.16  0.41  0.92  -0.733
C  0.20  1.62  0.19  0.289
N  0.54  2.57  -0.34  -0.330
H  -1.17  0.05  0.75  0.258
H  0.02  0.68  1.96  0.255
H  0.48  -0.43  0.67  0.258

Record 2
Entry from the Open Molecules 2025 dataset: 2 unconnected molecules or ions with the total composition C2H3F3OSi in a non-equilibrium geometry (ωB97M-V/def2-TZVPD).

Results
Energy above the lowest of the compared OMol25 structures with the same formula, charge and spin ... 107.7 kcal/mol
Gap between HOMO and LUMO ... 8.094 eV
SMILES ... FC=C(F)F.O=[SiH2]
LUMO energy ... -0.7 eV

Each line ends with the natural charge from an NBO analysis.
Cartesian coordinates (Å):
F  -1.76  -1.55  1.40  -0.410
C  -1.55  -2.32  0.15  0.074
C  -1.55  -3.72  -0.03  0.681
F  -1.38  -4.55  0.69  -0.209
F  -1.09  -3.99  -1.33  -0.350
H  -1.50  -1.42  -0.34  0.210
O  0.71  -1.37  -0.31  -1.116
Si  0.62  0.06  0.33  1.588
H  1.52  0.56  1.09  -0.249
H  -0.76  0.39  0.13  -0.218

Record 3
Entry from the Open Molecules 2025 dataset: a molecular structure, C24H12Cl5N5Ti (ωB97M-V/def2-TZVPD).

Results
Spin multiplicity ... 2
Energy above the lowest of the compared OMol25 structures with the same formula, charge and spin ... 0.0 kcal/mol
Gap between HOMO and LUMO (spin up / spin down) ... 7.499 / 7.550 eV
Expectation value of S² ... 0.754
LUMO energy (spin up / spin down) ... -4.1 / -4.0 eV
Net charge ... +1

Each line ends with the Löwdin spin population.
Cartesian coordinates (Å):
Ti  0.13  -0.02  -1.17  0.966
C  3.85  -1.75  -2.59  -0.001
C  4.67  -1.85  -1.46  0.000
C  4.15  -1.51  -0.23  0.000
C  2.83  -1.08  -0.11  0.003
N  2.06  -0.93  -1.22  0.003
C  2.58  -1.28  -2.42  0.002
N  2.38  -0.84  1.17  0.000
C  1.14  -0.79  1.48  0.006
N  0.04  -0.81  0.63  0.005
C  -1.11  -0.95  1.38  0.005
N  -2.31  -1.11  0.96  0.000
C  -2.66  -1.15  -0.37  0.003
C  -3.96  -1.58  -0.65  0.000
C  -4.41  -1.63  -1.95  0.000
C  -3.55  -1.25  -2.99  0.000
C  -2.29  -0.84  -2.65  0.008
N  -1.83  -0.79  -1.38  0.009
C  -0.74  -0.90  2.81  0.000
C  -1.52  -0.95  3.95  0.000
C  -0.85  -0.86  5.17  0.000
C  0.53  -0.74  5.23  0.000
C  1.31  -0.70  4.08  0.000
C  0.64  -0.78  2.87  0.000
H  4.21  -2.01  -3.57  0.000
H  5.69  -2.20  -1.54  0.000
H  4.74  -1.58  0.68  0.000
H  1.93  -1.16  -3.28  0.000
H  -4.59  -1.85  0.18  0.000
H  -5.41  -1.97  -2.17  0.000
H  -3.86  -1.27  -4.02  0.000
H  -1.59  -0.52  -3.42  0.002
H  -2.59  -1.05  3.89  0.000
H  -1.42  -0.89  6.09  0.000
H  1.01  -0.67  6.20  0.000
H  2.38  -0.62  4.11  0.000
Cl  0.76  1.41  -3.38  0.008
C  0.26  2.60  -2.15  -0.002
C  -0.08  2.06  -0.93  -0.014
C  -0.49  2.95  0.05  -0.003
Cl  -0.94  2.35  1.60  0.000
C  -0.54  4.32  -0.20  -0.001
Cl  -1.04  5.41  1.03  0.000
C  -0.18  4.82  -1.46  0.000
Cl  -0.23  6.50  -1.77  0.000
C  0.23  3.95  -2.47  0.000
Cl  0.68  4.51  -4.02  0.000

Record 4
Entry from the Open Molecules 2025 dataset: a molecular structure, C7H17Cl2N3OPdS (ωB97M-V/def2-TZVPD).

Results
Energy above the lowest of the compared OMol25 structures with the same formula, charge and spin ... 3.1 kcal/mol
Gap between HOMO and LUMO ... 8.551 eV
LUMO energy ... 0.3 eV

Each line ends with the natural charge from an NBO analysis.
Cartesian coordinates (Å):
Pd  0.89  -1.98  -0.37  0.552
Cl  -1.09  -2.44  -1.79  -0.056
C  0.61  -2.12  -2.29  -0.467
Cl  3.14  -1.54  -0.62  -0.627
H  0.66  -1.20  -2.86  0.204
H  1.01  -2.99  -2.79  0.208
C  4.22  0.07  2.52  -0.437
N  3.08  -0.82  2.63  -0.572
C  1.88  -0.54  2.14  0.392
N  1.61  0.69  1.73  -0.789
S  0.69  -1.79  2.09  -0.354
H  5.09  -0.41  2.94  0.224
H  4.04  1.00  3.07  0.198
H  4.43  0.30  1.47  0.219
H  3.25  -1.80  2.78  0.424
H  2.36  1.34  1.59  0.393
H  0.73  0.86  1.23  0.461
C  -1.67  2.05  -2.20  -0.405
N  -2.33  1.12  -1.30  -0.423
C  -3.67  0.65  -1.61  -0.405
C  -1.70  0.84  -0.14  0.703
C  -2.39  -0.07  0.84  -0.721
O  -0.59  1.31  0.09  -0.685
H  -2.26  2.14  -3.11  0.199
H  -0.68  1.69  -2.45  0.219
H  -1.57  3.04  -1.75  0.207
H  -3.81  0.66  -2.69  0.210
H  -4.45  1.26  -1.15  0.194
H  -3.80  -0.38  -1.27  0.213
H  -3.39  0.30  1.10  0.224
H  -1.77  -0.15  1.73  0.260
H  -2.51  -1.08  0.43  0.236

Record 5
Entry from the Open Molecules 2025 dataset: a molecular structure, C38H30N8O2S2V (ωB97M-V/def2-TZVPD).

Results
Spin multiplicity ... 4
Gap between HOMO and LUMO (spin up / spin down) ... 4.737 / 6.895 eV
Expectation value of S² ... 3.802
LUMO energy (spin up / spin down) ... 4.4 / 4.3 eV
Net charge ... -2

Each line ends with the Löwdin spin population.
Cartesian coordinates (Å):
V  0.49  0.63  -0.16  1.936
C  -2.71  -1.56  -1.68  0.001
C  -1.50  -1.84  -2.51  -0.001
C  -1.65  -2.16  -3.86  0.000
C  -0.56  -2.52  -4.64  -0.001
C  0.69  -2.62  -4.05  0.001
C  0.87  -2.30  -2.70  -0.001
C  2.21  -2.51  -2.06  0.000
C  -0.22  -1.85  -1.96  0.002
N  0.02  -1.37  -0.64  -0.007
C  0.24  -2.32  0.28  0.007
O  0.05  -3.53  0.21  0.018
C  0.88  -1.73  1.52  0.014
C  1.16  -2.44  2.68  -0.002
C  1.80  -1.77  3.71  0.013
C  2.17  -0.44  3.56  -0.002
C  1.87  0.19  2.36  0.013
N  1.26  -0.47  1.39  -0.003
C  2.26  1.61  2.01  0.004
O  2.93  2.26  2.82  0.008
N  1.87  1.94  0.77  -0.007
C  2.64  2.99  0.18  0.002
C  3.99  2.72  -0.09  -0.001
C  4.61  1.40  0.25  0.000
C  4.76  3.69  -0.72  0.000
C  4.21  4.90  -1.10  -0.001
C  2.87  5.14  -0.86  0.000
C  2.07  4.19  -0.22  -0.001
C  0.62  4.53  -0.02  0.002
H  -3.62  -1.78  -2.25  0.000
H  -2.77  -0.51  -1.37  0.000
H  -2.72  -2.18  -0.78  0.001
H  -2.64  -2.11  -4.30  0.000
H  -0.68  -2.72  -5.69  0.000
H  1.55  -2.92  -4.63  0.000
H  2.98  -2.61  -2.82  0.000
H  2.19  -3.41  -1.45  0.000
H  2.48  -1.67  -1.42  0.000
H  0.86  -3.48  2.73  0.000
H  2.02  -2.29  4.64  0.001
H  2.68  0.13  4.33  0.000
H  3.94  0.57  0.00  0.000
H  4.84  1.34  1.31  0.000
H  5.53  1.26  -0.32  0.000
H  5.80  3.47  -0.94  0.000
H  4.81  5.64  -1.62  0.000
H  2.42  6.07  -1.17  0.000
H  0.51  5.57  0.28  0.000
H  0.15  3.90  0.72  0.001
H  0.06  4.38  -0.95  0.000
S  -1.09  1.64  -1.61  -0.015
C  -0.43  1.37  -3.20  0.013
C  -1.30  1.56  -4.32  0.001
N  -2.01  1.73  -5.21  0.006
C  0.87  1.01  -3.39  -0.005
S  1.99  0.82  -2.09  0.008
C  1.39  0.83  -4.72  -0.001
N  1.84  0.70  -5.77  -0.004
C  -2.21  2.53  2.84  0.005
C  -1.08  2.07  2.20  0.102
N  -1.10  0.98  1.41  -0.001
C  -2.21  0.27  1.35  0.048
C  -3.43  0.64  1.97  0.046
C  -3.40  1.84  2.69  0.087
C  -4.62  -0.12  1.76  0.202
C  -4.73  -1.48  1.57  0.115
C  -3.88  -2.50  2.05  0.103
C  -4.13  -3.87  1.76  0.044
C  -3.39  -4.81  2.40  0.041
N  -2.42  -4.52  3.30  0.096
C  -2.23  -3.21  3.45  0.002
N  -2.85  -2.20  2.89  0.081
H  -2.16  3.43  3.44  -0.003
H  -0.12  2.57  2.30  0.006
H  -2.17  -0.61  0.73  0.003
H  -4.31  2.20  3.17  0.006
H  -5.54  0.46  1.71  0.014
H  -5.66  -1.83  1.13  0.004
H  -4.91  -4.15  1.06  0.002
H  -3.55  -5.87  2.20  0.002
H  -1.45  -2.94  4.15  -0.002